Formula: C17H44N7O4P2
Source: OMol25
Level of theory: ωB97M-V/def2-TZVPD

The geometry in XYZ format:
```
74
Properties=species:S:1:pos:R:3:mulliken_charge:R:1
H 2.875 3.533 -3.763 0.2401
C -4.492 0.894 3.081 -1.1487
H 0.007 -0.611 5.609 0.3322
C 6.227 2.537 -2.311 -1.0877
H -2.925 -3.095 2.388 0.2337
H 6.622 -0.340 -2.024 0.2695
H -3.820 -2.893 -1.401 0.1833
H -1.703 1.203 6.626 0.4663
O -2.236 -0.228 2.024 -0.7557
H -4.852 -0.308 -2.343 0.2560
O -0.781 0.429 -4.328 -0.6547
H 1.942 1.146 -4.621 0.5567
H 5.981 -1.423 -3.262 0.3382
H 3.049 -1.441 -1.307 0.3679
C 5.016 3.372 -0.447 -1.1625
N 4.522 -0.263 -2.265 0.3141
H -4.582 -0.155 -5.896 0.2845
C 2.494 2.893 -2.966 -1.0273
P 3.963 1.124 -1.444 0.8265
C -0.918 -1.046 5.998 -1.0540
H 1.768 0.094 -3.205 0.3584
H -2.960 1.487 5.446 0.3427
H -5.435 1.174 3.561 0.3605
O -2.419 1.661 -5.644 -0.6718
H 0.245 -2.958 3.090 0.3027
N 3.225 1.619 -2.986 0.1018
C -0.314 -2.075 2.767 -1.1316
H 6.105 2.269 -3.364 0.2750
H -0.938 -0.888 7.083 0.4953
H -2.086 -0.351 -0.730 0.1607
H 4.712 -1.818 -0.823 0.3299
C -3.446 -0.186 -4.164 0.4030
O 4.605 0.693 -0.102 -0.8923
H -0.884 -2.132 5.875 0.2529
H -4.691 0.660 2.030 0.3346
H 6.645 3.551 -2.334 0.3394
N -1.565 -1.934 3.518 0.3004
H 6.970 1.893 -1.833 0.3199
H -2.020 -2.873 -2.461 0.2593
H -3.043 -3.288 4.165 0.2771
C -4.777 -1.346 3.813 -1.0181
H 4.086 -2.336 -2.406 0.3222
H -5.388 -0.720 -4.557 0.2848
N 4.954 2.498 -1.624 0.2207
H 6.054 0.262 -3.613 0.2669
H 2.606 3.430 -2.023 0.3209
H 5.284 4.396 -0.729 0.3587
H -5.804 -1.017 4.011 0.3433
N -2.091 -0.469 5.340 -0.0445
N -4.783 0.092 -4.881 -0.7757
H -3.202 -1.329 -4.403 0.1994
C -2.860 -2.323 -1.817 -0.7358
H 0.338 -1.212 2.939 0.3814
H -3.287 0.421 6.812 0.2505
H 5.743 3.010 0.288 0.3357
H -0.497 -2.151 1.689 0.2997
C -3.748 0.088 -2.562 -0.5693
C 4.079 -1.527 -1.669 -1.1632
C -2.777 -0.835 -1.561 0.0380
H 3.164 -0.043 -4.306 0.2408
C -2.527 0.717 6.088 -1.0713
C 5.860 -0.436 -2.797 -1.0633
H 1.414 2.761 -3.111 0.4779
H -4.539 -2.014 4.646 0.2615
H -3.850 1.781 3.117 0.3635
H 4.037 3.431 0.040 0.3594
C 2.489 0.657 -3.807 -1.1584
C -2.368 -3.126 3.324 -1.0267
H -3.722 1.217 -2.252 0.2292
C -2.193 0.694 -4.750 0.1320
H -4.790 -1.897 2.869 0.2977
H -1.745 -4.030 3.309 0.3487
N -3.856 -0.230 3.776 0.1777
P -2.168 -0.340 3.566 0.8195
```

Summary:
- net charge = -1
- 2S+1 = 1
- orbital gap (eV) = 4.89
- LUMO energy (eV) = 0.80



Formula: C6H7F5NO2
Source: OMol25
Level of theory: ωB97M-V/def2-TZVPD

The geometry in XYZ format:
```
21
Properties=species:S:1:pos:R:3:mulliken_charge:R:1
O -3.160 -0.292 0.940 -0.3038
F -1.425 1.829 -0.768 -0.2721
C -0.191 1.958 -1.392 0.9728
H 0.300 1.349 1.338 0.2632
F -0.775 -0.637 -0.970 -0.2926
C -2.967 -1.250 1.526 0.7134
H 2.161 0.276 0.249 0.2872
H 0.939 0.056 2.412 0.3822
H -0.592 -0.240 1.422 -0.3117
C 1.569 -1.660 0.259 -1.5426
H 1.864 -2.027 -0.708 0.3941
C 0.463 0.200 1.384 -0.6989
O -2.914 -2.228 2.112 -0.4027
F -1.397 2.125 -3.288 -0.2875
C 0.363 0.133 -1.082 0.3231
H 0.758 -2.273 0.609 0.2868
H 2.421 -1.897 1.040 0.3323
N -0.174 2.561 -2.563 -0.8367
C 1.240 -0.246 0.210 0.6550
F 0.991 -0.428 -2.243 -0.3848
F 0.527 2.690 -0.485 -0.2767
```

Summary:
- net charge = -1
- ΔE to the lowest compared entry with this formula, charge and spin (kJ/mol) = 284.4
- 2S+1 = 1
- orbital gap (eV) = 6.58
- LUMO energy (eV) = 2.89



| no. | highest occupied orbital energy (eV) |
| --- | --- |
| 1 | -4.1 |
| 2 | -3.7 |